The following is a quantum chemistry calculation of a cluster of 13 separate species, C29H52Cl10F2O24 in total in a non-equilibrium geometry, from the OMol25 dataset.

## Properties
2S+1   1
LUMO level   -0.1059 eV
Energy above the lowest of the compared OMol25 structures with the same formula, charge and spin   0.00 kcal/mol
Frontier orbital gap   10.399 eV
Charge   0
Energy   -210715.76878 eV

Each line ends with the Mulliken charge.
CARTESIAN COORDINATES (ANGSTROEM)
C: 1.042 4.657 -1.707  -0.231
O: -0.170 5.383 -1.917  -0.230
C: -0.323 6.514 -1.241  0.702
O: 0.546 7.156 -0.716  -0.542
O: -1.621 6.829 -1.258  -0.322
C: -1.962 8.116 -0.774  -0.701
H: 0.947 3.630 -2.032  -0.351
H: 1.294 4.645 -0.646  0.399
H: 1.806 5.164 -2.296  0.314
H: -2.132 8.103 0.300  0.274
H: -2.856 8.454 -1.295  0.250
H: -1.182 8.841 -1.017  0.330
C: -4.257 -3.859 3.621  -0.445
O: -3.216 -4.203 2.728  -0.424
C: -2.129 -3.445 2.672  0.394
O: -1.875 -2.525 3.404  -0.303
O: -1.313 -3.814 1.701  0.288
C: -1.511 -5.001 0.948  -0.756
H: -4.116 -4.370 4.575  0.280
H: -5.207 -4.158 3.190  0.286
H: -4.274 -2.792 3.841  0.051
H: -0.871 -4.913 0.065  0.043
H: -2.502 -5.217 0.553  0.361
H: -1.089 -5.834 1.507  0.367
C: -2.319 -2.887 -2.113  -0.225
O: -2.353 -1.472 -1.958  -0.065
C: -1.420 -0.771 -2.620  0.933
O: -0.467 -1.223 -3.194  -0.650
O: -1.827 0.487 -2.631  -0.376
C: -1.025 1.439 -3.316  -0.467
H: -1.374 -3.262 -2.508  -0.020
H: -3.110 -3.204 -2.791  0.360
H: -2.466 -3.311 -1.120  -0.044
H: -0.422 0.994 -4.112  0.029
H: -0.316 1.946 -2.663  0.040
H: -1.708 2.177 -3.730  0.483
C: -0.116 2.823 4.388  -0.589
O: 0.541 2.973 5.654  -0.169
C: 0.587 4.241 6.116  0.760
O: 0.306 5.210 5.471  -0.579
O: 1.012 4.321 7.358  -0.365
C: 1.259 3.160 8.164  -0.479
H: -0.551 1.833 4.343  -0.088
H: 0.582 3.040 3.583  0.293
H: -0.901 3.578 4.325  0.451
H: 0.977 3.481 9.163  0.279
H: 2.310 2.879 8.143  0.233
H: 0.660 2.332 7.807  0.201
C: 0.203 2.322 -7.048  -0.732
O: 1.269 2.704 -6.194  -0.168
C: 1.415 4.009 -5.918  0.761
O: 0.923 4.911 -6.517  -0.582
O: 2.185 4.217 -4.850  -0.316
C: 2.938 3.179 -4.254  -0.145
H: 0.612 1.642 -7.786  0.276
H: -0.287 3.172 -7.524  0.403
H: -0.592 1.853 -6.465  0.166
H: 2.351 2.868 -3.376  -0.260
H: 3.876 3.491 -3.803  0.350
H: 3.057 2.243 -4.788  0.426
C: 0.135 -6.858 -3.724  -0.753
O: 0.830 -6.304 -2.604  -0.372
C: 0.955 -5.000 -2.481  0.738
O: 0.753 -4.162 -3.326  -0.572
O: 1.487 -4.731 -1.280  -0.178
C: 2.105 -3.450 -1.182  -0.235
H: -0.336 -6.070 -4.306  0.355
H: -0.581 -7.576 -3.332  0.286
H: 0.855 -7.417 -4.318  0.257
H: 2.815 -3.302 -1.994  0.455
H: 2.599 -3.452 -0.215  0.219
H: 1.352 -2.663 -1.215  -0.213
C: 0.162 -1.216 0.852  1.015
C: -0.852 -0.147 1.097  1.209
O: -0.588 0.778 0.101  -0.264
C: 0.711 0.602 -0.311  0.112
O: 1.232 1.300 -1.108  -0.345
O: 1.248 -0.513 0.252  -0.213
F: -0.696 0.411 2.361  -0.014
H: -0.302 -1.973 0.214  -0.341
H: 0.420 -1.700 1.791  -0.548
H: -1.851 -0.569 1.170  -0.637
C: 2.636 -0.392 -3.315  1.087
C: 2.448 -1.345 -4.492  0.949
O: 3.799 -1.700 -4.719  -0.420
C: 4.608 -0.664 -4.362  0.597
O: 5.759 -0.592 -4.600  -0.539
O: 3.879 0.244 -3.676  -0.476
F: 1.924 -0.700 -5.572  -0.274
H: 2.733 -0.869 -2.342  -0.016
H: 1.913 0.413 -3.247  -0.802
H: 1.850 -2.227 -4.286  -0.102
C: 1.743 -4.936 2.905  0.857
Cl: 2.294 -5.933 1.536  -0.132
Cl: 0.460 -5.762 3.788  -0.172
H: 2.583 -4.795 3.571  0.428
H: 1.360 -4.021 2.473  -0.913
C: 3.288 1.211 2.433  0.446
Cl: 4.044 2.304 1.268  -0.174
Cl: 3.182 1.894 4.053  -0.109
H: 2.261 1.028 2.138  -0.568
H: 3.848 0.284 2.415  0.335
C: -3.220 0.128 4.716  1.091
Cl: -4.094 1.643 4.702  -0.177
Cl: -2.837 -0.465 6.339  -0.169
H: -3.854 -0.591 4.204  -0.187
H: -2.288 0.134 4.157  -0.662
C: 0.518 -0.994 5.872  0.252
Cl: 1.330 -1.149 4.310  -0.056
Cl: 1.669 -0.367 7.077  -0.173
H: -0.268 -0.264 5.760  -0.493
H: 0.191 -1.966 6.212  0.444
C: -4.967 -0.126 -0.768  0.336
Cl: -6.028 1.286 -0.612  -0.173
Cl: -4.464 -0.757 0.801  -0.058
H: -5.506 -0.894 -1.308  0.309
H: -4.090 0.198 -1.316  -0.405